67
Properties=species:S:1:pos:R:3 method="wB97M-V/def2-TZVPD" total_charge=+1 lumo_ha=-0.1309 multiplicity=1 max_force_ha_per_bohr=0.01110 gap_ev=7.42
Al 0.55 -0.12 -0.39
C 2.90 0.88 4.58
S 3.36 -0.34 3.34
C 2.32 0.07 2.03
S 2.45 -1.00 0.66
N 1.55 1.12 2.15
N 0.72 1.25 1.08
C -0.11 2.22 1.06
C -1.00 2.28 -0.11
C -1.91 3.30 -0.30
C -2.69 3.29 -1.45
C -2.52 2.27 -2.37
C -1.60 1.27 -2.10
N -0.85 1.27 -0.99
H 3.50 0.64 5.45
H 1.84 0.79 4.82
H 3.12 1.89 4.24
H -0.17 2.94 1.87
H -2.00 4.09 0.44
H -3.41 4.08 -1.63
H -3.11 2.22 -3.28
H -1.45 0.44 -2.77
C -0.06 -7.20 3.32
C -0.43 -5.80 2.95
C -1.70 -5.29 3.22
C -2.03 -3.99 2.90
C -1.08 -3.17 2.31
C 0.19 -3.64 2.03
C 0.50 -4.96 2.34
S -1.53 -1.49 1.98
O -2.97 -1.48 1.88
O -0.87 -0.61 2.89
N -0.91 -1.14 0.52
C -1.16 -1.90 -0.58
C -2.15 -2.85 -0.85
C -2.17 -3.41 -2.10
C -1.25 -3.02 -3.09
C -0.31 -2.07 -2.76
N -0.27 -1.54 -1.53
H -0.94 -7.85 3.36
H 0.40 -7.23 4.30
H 0.64 -7.63 2.61
H -2.44 -5.93 3.68
H -3.03 -3.61 3.10
H 0.93 -3.00 1.58
H 1.49 -5.33 2.12
H -2.88 -3.11 -0.09
H -2.92 -4.15 -2.34
H -1.26 -3.45 -4.08
H 0.42 -1.72 -3.47
C 3.23 2.44 -1.86
C 2.77 1.06 -2.16
O 1.69 0.67 -1.70
C 3.59 0.14 -2.96
C 4.65 0.62 -3.74
C 5.41 -0.27 -4.48
C 5.14 -1.63 -4.42
C 4.11 -2.11 -3.63
C 3.33 -1.23 -2.90
H 2.52 2.93 -1.21
H 3.34 3.02 -2.78
H 4.22 2.41 -1.39
H 4.86 1.68 -3.78
H 6.23 0.10 -5.09
H 5.75 -2.32 -4.99
H 3.92 -3.18 -3.57
H 2.53 -1.60 -2.27

---

86
Properties=species:S:1:pos:R:3 method="wB97M-V/def2-TZVPD" total_charge=0 lumo_ha=-0.0254 multiplicity=1 max_force_ha_per_bohr=0.00567 gap_ev=7.41
Mg 0.23 -0.58 -0.12
C 0.48 -3.22 3.33
C 1.77 -3.70 3.15
C 2.34 -3.64 1.90
C 1.64 -3.07 0.83
N 0.43 -2.50 1.03
C -0.13 -2.63 2.24
N 2.26 -3.20 -0.40
C 1.82 -2.67 -1.49
N 0.78 -1.79 -1.63
C 0.59 -1.54 -2.94
N -0.36 -0.84 -3.49
C -1.42 -0.35 -2.76
C -2.46 0.20 -3.56
C -3.65 0.56 -3.01
C -3.83 0.42 -1.63
C -2.75 -0.03 -0.90
N -1.56 -0.40 -1.41
C 1.63 -2.23 -3.74
C 1.91 -2.24 -5.09
C 3.00 -3.00 -5.51
C 3.77 -3.72 -4.60
C 3.47 -3.71 -3.24
C 2.40 -2.94 -2.83
H -0.03 -3.28 4.28
H 2.32 -4.13 3.98
H 3.32 -4.04 1.70
H -1.13 -2.23 2.35
H -2.27 0.26 -4.62
H -4.45 0.94 -3.63
H -4.76 0.65 -1.13
H -2.84 -0.11 0.18
H 1.30 -1.68 -5.79
H 3.26 -3.02 -6.56
H 4.61 -4.29 -4.96
H 4.07 -4.26 -2.52
O 4.14 -0.35 4.34
C 2.98 -0.35 4.98
O 2.90 -0.60 6.16
C 1.76 -0.04 4.18
C 0.50 0.12 4.72
Cl -0.03 -0.02 6.33
N -0.37 0.34 3.70
N 0.26 0.28 2.51
C 1.54 0.08 2.79
C 2.51 0.05 1.64
O 3.72 0.10 1.88
O 1.98 -0.04 0.49
C -1.74 0.71 3.77
C -2.20 1.61 4.72
C -3.54 1.94 4.76
C -4.43 1.40 3.84
C -3.96 0.53 2.87
C -2.62 0.18 2.83
H 4.03 -0.14 3.36
H -1.51 2.06 5.42
H -3.89 2.63 5.51
H -5.48 1.66 3.88
H -4.64 0.11 2.14
H -2.24 -0.50 2.09
S 0.86 2.50 -4.28
C 0.43 2.19 -2.63
N 1.22 1.42 -1.96
C 2.29 1.02 -2.76
C 3.36 0.22 -2.34
C 4.33 -0.11 -3.25
C 4.27 0.35 -4.57
C 3.24 1.16 -5.00
C 2.25 1.50 -4.07
H -0.46 2.62 -2.19
H 3.39 -0.12 -1.31
H 5.16 -0.74 -2.95
H 5.05 0.07 -5.27
H 3.20 1.53 -6.02
S -0.91 2.69 0.55
C -2.41 3.36 0.83
N -3.44 3.20 -0.05
C -4.69 3.70 0.09
C -5.01 4.44 1.18
C -4.00 4.65 2.15
C -2.75 4.14 1.99
H -3.23 2.61 -0.85
H -5.39 3.46 -0.70
H -6.00 4.84 1.30
H -4.22 5.23 3.04
H -1.97 4.28 2.72

---

26
Properties=species:S:1:pos:R:3 method="wB97M-V/def2-TZVPD" total_charge=+1 lumo_ha="-0.1384 / -0.1096" multiplicity=1 max_force_ha_per_bohr=0.10905 gap_ev="7.26 / 7.93"
C 0.05 -0.34 1.26
C -1.93 2.12 -0.63
C 1.97 2.01 -1.94
C 0.96 -2.47 2.11
C -0.96 -2.44 0.69
C -0.74 1.55 0.13
C 1.04 0.88 -1.87
N -0.07 -1.63 1.49
N -0.81 0.35 0.58
Cl 1.42 -0.51 -1.08
H 1.03 0.11 1.48
H -1.63 3.17 -1.13
H -2.77 2.38 -0.03
H -2.41 1.40 -1.39
H 2.04 2.38 -2.98
H 2.92 1.54 -1.54
H 1.48 2.80 -1.25
H 1.65 -1.86 2.69
H 0.37 -3.14 2.78
H 1.36 -3.03 1.38
H -1.04 -3.45 1.03
H -2.02 -2.11 0.43
H -0.51 -2.46 -0.34
H 0.13 2.06 0.47
H 0.12 0.85 -2.57
H -1.66 -0.18 0.22

---

20
Properties=species:S:1:pos:R:3 method="wB97M-V/def2-TZVPD" total_charge=0 lumo_ha=-0.1542 multiplicity=1 max_force_ha_per_bohr=0.13443 gap_ev=3.98
O 0.10 -0.97 3.01
C 1.03 -1.38 2.24
O 1.23 -2.55 1.87
C 0.19 2.45 -1.14
C -0.88 1.44 -1.17
C -0.52 0.24 -0.44
C 0.42 -1.17 -0.93
C -1.30 -0.71 0.55
H 1.75 -0.53 1.97
H 1.17 2.22 -1.59
H 0.45 3.18 -0.31
H -0.19 3.33 -1.94
H -1.25 1.16 -2.22
H 0.35 0.73 0.26
H -0.11 -1.82 -1.69
H 1.56 -1.11 -1.25
H 0.62 -1.74 -0.01
H -2.03 -0.07 1.06
H -0.64 -1.12 1.41
H -1.93 -1.58 0.32

---

80
Properties=species:S:1:pos:R:3 method="wB97M-V/def2-TZVPD" total_charge=-1 lumo_ha=0.0916 multiplicity=1 max_force_ha_per_bohr=0.03727 gap_ev=7.03
C -1.07 -2.51 -3.78
C -0.23 -1.30 -4.04
H -1.73 -2.75 -4.62
H -1.68 -2.37 -2.87
H -0.42 -3.38 -3.61
C -0.15 -0.64 -5.21
C -0.89 -0.96 -6.46
H 0.54 0.20 -5.30
H -1.68 -1.71 -6.34
H -0.20 -1.32 -7.24
H -1.35 -0.04 -6.86
Ca -0.60 -0.02 0.33
Cl -2.93 -1.05 0.57
C 2.40 1.26 -0.17
O 1.23 1.56 0.17
N 3.41 2.14 -0.26
C 3.13 3.55 -0.01
C 4.77 1.78 -0.62
H 2.66 0.22 -0.41
H 2.12 3.60 0.40
H 3.18 4.12 -0.95
H 3.86 3.94 0.70
H 4.86 0.70 -0.74
H 5.47 2.11 0.17
H 5.07 2.26 -1.57
H 0.25 0.58 6.11
H 0.19 -1.81 6.41
C -0.54 0.56 5.36
C -0.61 -1.92 5.67
N -0.60 -0.78 4.77
H -0.34 1.27 4.56
C -0.66 -0.91 3.44
O -0.56 0.06 2.66
H -0.45 -2.84 5.09
H -0.81 -1.94 3.07
H -1.49 0.80 5.86
H -1.57 -2.00 6.21
H -2.52 -0.02 -3.17
H -1.20 1.94 -4.39
C -3.04 0.76 -2.58
C -1.92 2.56 -3.83
N -2.21 1.96 -2.54
H -3.23 0.37 -1.57
C -1.60 2.43 -1.43
O -1.74 1.99 -0.28
H -1.48 3.55 -3.66
H -0.92 3.28 -1.66
H -3.98 1.01 -3.09
H -2.84 2.64 -4.40
O -0.34 -0.21 -1.95
C 0.52 -0.79 -2.80
C 1.60 1.49 -3.31
C 1.73 0.11 -3.16
H 0.64 1.97 -3.05
C 2.67 2.24 -3.80
H 0.92 -1.69 -2.30
C 2.95 -0.51 -3.43
H 2.55 3.32 -3.98
C 3.90 1.62 -4.05
C 4.03 0.24 -3.86
H 3.02 -1.59 -3.32
H 4.76 2.21 -4.39
H 4.99 -0.25 -4.06
Si -4.59 -3.69 1.33
Cl -4.15 -3.74 -0.72
C -5.60 -2.17 1.80
C -3.10 -4.22 2.33
C -5.95 -5.03 1.53
H -5.13 -1.23 1.46
H -5.75 -2.11 2.89
H -6.59 -2.26 1.34
H -6.84 -4.71 0.99
H -6.23 -5.20 2.58
H -5.63 -5.99 1.11
H -2.22 -3.57 2.19
H -2.82 -5.24 2.03
H -3.33 -4.26 3.41
O 2.60 -1.22 1.20
N 1.97 -2.24 0.85
O 0.81 -2.14 0.37

---

ΔE to the lowest compared entry with this formula, charge and spin, respectively: 0.000; 0.522; 4.107; 9.565; 0.000 eV.
Energy, respectively: -3019.67854; -3829.89455; -845.62140; -385.96864; -3460.39353 Eh.